<i>
Entry from the OMol25 dataset: the molecule C7H11NO (ωB97M-V/def2-TZVPD).

Calculated values
Gap between HOMO and LUMO (spin up / spin down) ... 7.62 / 7.54 eV
Multiplicity ... 1
LUMO (spin up / spin down) ... -0.02 / -0.47 eV
HOMO (spin up / spin down) ... -7.63 / -8.01 eV

Positions of all 20 atoms, in Å:
1 C 0.02 0.79 0.98
2 C 2.53 -0.13 0.47
3 H 2.78 -0.40 1.50
4 H -0.48 1.24 -1.89
5 H 2.99 -0.86 -0.20
6 H 0.69 -2.81 -0.99
7 H -0.93 -2.16 -1.63
8 H -0.15 0.54 2.03
9 H -2.95 0.24 0.68
10 C 0.15 -0.82 -0.41
11 C 1.06 -0.08 0.30
12 H 0.15 2.49 0.06
13 C -0.02 -1.99 -1.08
14 C -1.05 0.16 -0.07
15 H 2.99 0.85 0.29
16 O 0.13 2.20 0.98
17 C -1.30 0.95 -1.24
18 H -2.07 -1.00 1.28
19 N -2.26 -0.47 0.44
20 H -2.29 1.28 -1.51

---

<ii>
Entry from the OMol25 dataset: a structure of composition C7H11NO (ωB97M-V/def2-TZVPD).

Calculated values
Gap between HOMO and LUMO ... 8.84 eV
Multiplicity ... 1
LUMO ... 0.57 eV
HOMO ... -8.27 eV

Positions of all 20 atoms, in Å:
1 H -2.64 -0.98 -1.41
2 C -2.14 1.30 0.20
3 H 3.35 -0.27 -1.40
4 C 1.78 0.03 0.13
5 O 1.51 1.49 -0.38
6 H -2.48 1.89 1.06
7 H 2.62 -1.80 -0.75
8 C 0.28 1.26 -0.12
9 H 3.04 -0.93 1.63
10 H -1.43 -0.38 1.33
11 H 3.77 0.57 0.93
12 C 2.79 -0.74 -0.60
13 N -0.85 1.81 -0.16
14 H -1.76 -2.10 -0.36
15 C -2.16 -0.19 0.55
16 H -3.15 -0.43 0.94
17 C -1.85 -1.06 -0.66
18 C 3.04 -0.23 0.82
19 H -0.91 -0.76 -1.12
20 H -2.81 1.51 -0.64

---

<i> is favored, and the nearest alternative lies 56.1 kJ/mol above it.

---

<i>
Entry from the OMol25 dataset: a structure of composition C4H8NO2P (ωB97M-V/def2-TZVPD).

Calculated values
Gap between HOMO and LUMO (spin up / spin down) ... 7.03 / 7.10 eV
Multiplicity ... 1
LUMO (spin up / spin down) ... -0.94 / -0.82 eV
HOMO (spin up / spin down) ... -7.97 / -7.92 eV

Positions of all 16 atoms, in Å:
1 H 1.33 1.64 2.26
2 H 1.92 0.71 1.01
3 H -0.50 1.71 -0.58
4 P -2.08 -0.15 -0.89
5 O 0.74 -1.78 1.39
6 N 1.29 0.74 1.77
7 C -1.85 -1.43 -1.97
8 H -0.91 -1.88 -2.14
9 H 0.19 0.31 -1.57
10 H -2.85 -1.93 -2.36
11 H 1.51 -1.39 1.84
12 O -1.45 -1.37 0.85
13 C -0.06 0.39 1.53
14 C -0.48 0.59 -0.82
15 C -0.34 -0.94 1.22
16 H -0.94 0.85 1.77

---

<ii>
Entry from the OMol25 dataset: a cluster of 2 separate species, C4H8NO2P in total (ωB97M-V/def2-TZVPD).

Calculated values
Gap between HOMO and LUMO ... 9.02 eV
Multiplicity ... 1
LUMO ... 0.50 eV
HOMO ... -8.52 eV

Positions of all 16 atoms, in Å:
1 H -0.66 -0.17 1.26
2 N 2.30 0.49 0.23
3 H 1.50 -1.46 0.35
4 C -0.68 -0.18 0.18
5 H 2.53 0.63 -1.96
6 H -3.14 0.40 -0.40
7 H 2.00 1.43 0.00
8 C -3.08 -0.66 -0.60
9 P -1.66 -1.54 -0.51
10 H -4.02 -1.14 -0.85
11 H 2.57 0.41 1.20
12 O 0.30 -1.40 -2.09
13 C 1.13 -0.65 -1.62
14 O 1.81 0.19 -2.44
15 H -0.84 0.80 -0.25
16 C 1.41 -0.51 -0.17

---

<ii> is favored, and the nearest alternative lies 178.0 kJ/mol above it.

---

<i>
Entry from the OMol25 dataset: a structure of composition CHCuLiO2 (ωB97M-V/def2-TZVPD).

Calculated values
Gap between HOMO and LUMO (spin up / spin down) ... 6.57 / 6.57 eV
Charge ... +1
Multiplicity ... 1
LUMO (spin up / spin down) ... -6.21 / -6.21 eV
HOMO (spin up / spin down) ... -12.78 / -12.78 eV

Positions of all 6 atoms, in Å:
1 C 0.08 1.13 -0.04
2 Li -3.00 0.26 -0.65
3 O 0.80 0.17 0.32
4 Cu -0.68 -1.42 -0.11
5 O -1.22 0.81 0.12
6 H -1.46 1.82 -0.09

---

<ii>
Entry from the OMol25 dataset: a structure of composition CHCuLiO2 (ωB97M-V/def2-TZVPD).

Calculated values
Gap between HOMO and LUMO (spin up / spin down) ... 6.02 / 6.02 eV
Charge ... +1
Multiplicity ... 1
LUMO (spin up / spin down) ... -6.83 / -6.83 eV
HOMO (spin up / spin down) ... -12.85 / -12.85 eV

Positions of all 6 atoms, in Å:
1 C 0.89 0.60 -0.04
2 O -0.34 0.18 0.22
3 Li 0.40 -1.73 0.08
4 O 1.75 -0.22 0.34
5 Cu -2.39 -0.23 -0.68
6 H -0.31 1.40 0.08

---

<i> is favored, and the nearest alternative lies 83.5 kJ/mol above it.

---

<i>
Entry from the OMol25 dataset: a cluster of 15 separate species, H29O15 in total (ωB97M-V/def2-TZVPD).

Calculated values
Gap between HOMO and LUMO ... 9.50 eV
Charge ... -1
Multiplicity ... 1
LUMO ... 2.33 eV
HOMO ... -7.17 eV

Positions of all 44 atoms, in Å:
1 H 1.98 1.36 -1.82
2 H 3.97 -2.36 -1.21
3 H -2.27 -2.80 1.14
4 H 3.95 -0.55 0.61
5 O -2.60 -0.17 -3.32
6 H -2.93 0.00 0.83
7 O -2.87 -3.58 -2.68
8 H -0.05 1.44 -2.15
9 H 1.15 -0.65 -0.69
10 O -2.10 -3.04 0.31
11 O -1.00 4.39 2.08
12 H -2.40 2.09 1.14
13 H -1.24 -2.42 0.16
14 H 1.86 1.56 2.85
15 H -0.85 -0.42 -1.46
16 O 1.92 1.58 3.91
17 H 5.15 -1.47 -1.32
18 H 0.14 1.70 0.11
19 H -3.22 -0.13 -2.73
20 H -3.59 -2.89 -2.23
21 O -0.82 -2.61 2.58
22 O 0.54 2.52 0.27
23 H -2.40 -3.50 -1.84
24 O 1.02 -1.56 -0.22
25 H -3.78 1.70 0.74
26 H 3.73 -0.99 2.21
27 H -1.67 0.03 -3.14
28 H 3.42 0.95 -2.15
29 O 4.68 -2.06 -1.95
30 O 4.29 -0.90 1.57
31 O -3.35 2.38 1.29
32 H -1.71 4.00 2.67
33 H -0.79 3.63 1.46
34 H -1.57 0.47 -0.06
35 H 2.64 1.94 4.24
36 H -1.54 -3.21 2.85
37 O 0.75 1.91 -2.55
38 O 2.89 0.95 -1.28
39 H 0.19 -1.53 0.33
40 H 1.47 2.15 0.05
41 O -0.88 0.51 -1.36
42 H -1.02 -1.97 3.26
43 O -2.05 0.08 0.92
44 H 0.95 1.48 -3.42

---

<ii>
Entry from the OMol25 dataset: a structure of composition H29O15 (ωB97M-V/def2-TZVPD).

Calculated values
Gap between HOMO and LUMO ... 9.66 eV
Charge ... -1
Multiplicity ... 1
LUMO ... 2.02 eV
HOMO ... -7.64 eV

Positions of all 44 atoms, in Å:
1 H -1.20 -0.73 0.74
2 H 1.96 -1.33 0.82
3 O 0.48 -3.28 -1.02
4 O -1.80 -0.35 -5.03
5 H -3.51 -1.76 1.79
6 H -0.79 3.69 -1.45
7 O 0.11 3.05 0.81
8 O 3.77 -0.01 2.39
9 H 0.08 4.10 0.80
10 H -2.08 1.36 1.57
11 H -0.87 -0.01 -5.41
12 H 2.45 2.11 -1.86
13 H -0.99 2.20 1.78
14 H 0.77 0.48 -1.15
15 H 1.28 -1.89 3.24
16 H 0.99 2.57 0.84
17 O 0.79 -2.40 3.96
18 H 2.93 0.51 2.75
19 H -5.04 -0.55 -1.36
20 O -4.22 -2.48 1.57
21 H 1.58 1.98 -2.90
22 H 2.65 -2.99 -0.90
23 O 3.44 -2.79 -0.32
24 H -4.62 -2.27 0.54
25 H 0.21 -1.08 1.29
26 H 0.48 -0.88 -1.43
27 H -1.28 4.90 -1.09
28 H 0.67 0.33 0.73
29 O 1.54 0.94 0.74
30 O -0.63 -0.57 0.14
31 H 3.53 -0.91 2.60
32 O 1.15 -0.21 -1.71
33 O 1.35 -1.54 1.56
34 O 1.99 2.73 -2.40
35 H -0.01 -2.84 -0.19
36 H -1.56 -0.51 -3.95
37 H -3.81 0.30 -1.47
38 H 0.60 -1.71 4.59
39 O -1.68 1.82 2.31
40 H 2.33 0.49 0.68
41 H 0.19 -2.66 -1.68
42 O -4.80 0.26 -1.68
43 O -1.28 4.46 -1.88
44 H 2.87 -2.52 0.66

---

<i> is favored, and the nearest alternative lies 21.0 kJ/mol above it.

---

<i>
Entry from the OMol25 dataset: the molecule CH2Cl4N2 (ωB97M-V/def2-TZVPD).

Calculated values
Gap between HOMO and LUMO ... 9.82 eV
Structure (SMILES) ... ClN[C@H](Cl)N(Cl)Cl
Multiplicity ... 1
LUMO ... -0.43 eV
HOMO ... -10.25 eV

Positions of all 9 atoms, in Å:
1 H 0.35 -0.57 1.34
2 H 0.85 -0.09 -1.29
3 N 1.38 -0.18 -0.36
4 C 0.13 -0.36 0.35
5 Cl -0.60 -1.87 -0.28
6 Cl 2.17 1.22 0.22
7 Cl -1.22 0.88 -1.44
8 N -0.83 0.70 0.28
9 Cl -2.23 0.25 1.17

---

<ii>
Entry from the OMol25 dataset: a cluster of 2 separate species, CH2Cl4N2 in total (ωB97M-V/def2-TZVPD).

Calculated values
Gap between HOMO and LUMO (spin up / spin down) ... 8.37 / 6.36 eV
Multiplicity ... 1
LUMO (spin up / spin down) ... -1.04 / -1.53 eV
HOMO (spin up / spin down) ... -9.41 / -7.89 eV

Positions of all 9 atoms, in Å:
1 Cl -2.78 0.77 0.42
2 N -1.09 0.10 0.55
3 Cl 1.86 2.13 -0.11
4 C -0.51 -0.50 -0.52
5 Cl 2.51 -0.43 0.70
6 H -0.92 -0.39 1.42
7 N 1.73 0.44 -0.58
8 Cl -0.04 -2.10 -0.32
9 H -0.77 -0.04 -1.55

---

<i> is favored, and the nearest alternative lies 195.7 kJ/mol above it.

---

<i>
Entry from the OMol25 dataset: a cluster of 2 separate species, C2H6N2O in total (ωB97M-V/def2-TZVPD).

Calculated values
Gap between HOMO and LUMO ... 9.87 eV
Structure (SMILES) ... [H]/N=C/N.C=O
Multiplicity ... 1
LUMO ... 0.82 eV
HOMO ... -9.05 eV

Positions of all 11 atoms, in Å:
1 H -0.94 -1.66 -0.97
2 N -1.15 0.37 -1.13
3 H 1.14 -1.67 -1.90
4 H -0.65 1.23 -0.99
5 O 1.80 0.37 2.59
6 N 0.89 -0.86 -1.35
7 C 0.78 0.82 2.17
8 H -2.12 0.19 -1.23
9 C -0.35 -0.74 -1.09
10 H 0.26 0.20 1.39
11 H 0.32 1.75 2.51

---

<ii>
Entry from the OMol25 dataset: the molecule C2H6N2O (ωB97M-V/def2-TZVPD).

Calculated values
Gap between HOMO and LUMO ... 10.31 eV
Structure (SMILES) ... CN(N)C=O
Multiplicity ... 1
LUMO ... 0.63 eV
HOMO ... -9.68 eV

Positions of all 11 atoms, in Å:
1 H -0.96 2.07 0.05
2 H -2.06 0.72 -0.83
3 H 0.84 -0.33 -1.95
4 C 0.20 0.01 1.06
5 C -0.93 1.27 -0.77
6 H -0.55 1.61 -1.83
7 O 0.66 -0.98 1.61
8 N 0.32 -0.78 -1.17
9 H -0.52 -1.15 -1.64
10 H -0.08 0.91 1.62
11 N 0.03 0.26 -0.27

---

<ii> is favored, and the nearest alternative lies 30.9 kJ/mol above it.